Density functional theory data (ωB97M-V/def2-TZVPD) for a molecular structure, C3H7NO2S2.

Strongest force on any atom (hartree/bohr): 0.0851
Energy relative to the best compared isomer or geometry (same formula, charge and spin) (kJ/mol): 223.0
HOMO-LUMO gap (eV): 10.2777

Geometry as XYZ:
```
15
Properties=species:S:1:pos:R:3:forces:R:3:nbo_charge:R:1
C -1.3894 0.0752 -0.5497 1.7 -0.7 1.4 -0.4136
C -0.5277 -1.1375 -0.1333 1.3 1.9 1.3 -0.2189
C -0.7137 1.3106 0.2309 -0.3 -4.3 -0.6 -0.6554
N 0.8673 -0.6315 -0.5345 -1.5 0.1 2.2 -0.8038
O 1.6408 0.9962 1.4031 0.0 -0.2 -0.1 -0.9244
O 1.5936 1.7030 -0.9696 1.1 1.5 -1.4 -0.9214
S 2.1086 -1.6324 -0.0378 1.5 -1.1 -2.6 0.2251
S 1.0491 0.9760 0.0968 -1.5 -1.4 0.5 2.2850
H -1.1543 0.1815 -1.5779 -0.2 0.4 -1.1 0.2208
H -2.4167 -0.2323 -0.4241 -0.5 0.9 0.4 0.2310
H -0.6234 -1.4089 0.9956 0.3 0.5 -1.8 0.1871
H -0.6319 -2.0049 -0.7202 -0.6 -1.1 -0.6 0.2198
H -0.8965 2.1749 -0.2723 -0.6 2.7 -0.9 0.2459
H -0.9643 1.2371 1.2557 -0.3 0.5 1.0 0.2417
H 2.0587 -1.6070 1.2372 -0.4 0.3 2.2 0.0812
```
Forces are in eV/Å.